Record 1
{"formula": "C6H8", "method": "ωB97M-V/def2-TZVPD", "species": ["C", "C", "C", "C", "C", "C", "H", "H", "H", "H", "H", "H", "H", "H"], "coordinates": [[2.910214, -0.338404, -0.506660], [1.716567, -0.189770, -0.446565], [0.304266, -0.072718, -0.354944], [-0.491010, -0.921073, -1.091199], [-0.331887, 1.139937, 0.304248], [-1.513241, 0.387067, 0.918817], [3.962250, -0.442243, -0.625840], [-0.150437, -1.211374, -2.074335], [-1.435026, -1.364942, -0.771024], [0.269426, 1.657723, 1.057044], [-0.535696, 1.856974, -0.509624], [-0.773426, -0.575827, 0.927848], [-1.716889, 0.551708, 1.966691], [-2.470907, 0.512943, 0.352123]], "forces_ev_per_a": [[-0.195, 0.092, -0.053], [0.616, 0.393, -0.890], [0.479, 0.702, -2.024], [0.724, -0.141, -0.083], [0.162, -0.218, 0.246], [0.739, -1.071, 0.793], [-0.027, -0.038, 0.139], [0.642, -0.943, 0.287], [-0.035, 1.076, -0.367], [0.159, -0.313, -0.131], [-0.155, -0.193, 0.448], [-4.067, 0.879, 1.003], [-0.033, 0.727, 0.235], [0.990, -0.951, 0.397]], "homo_lumo_gap_ev": 8.60, "e_tot_ha": -233.2277, "lumo_ev": 0.21, "total_charge": 0, "smiles": "C#CC(=C)CC"}

***

Record 2
{"formula": "C6H8", "method": "ωB97M-V/def2-TZVPD", "species": ["C", "C", "C", "C", "C", "C", "H", "H", "H", "H", "H", "H", "H", "H"], "coordinates": [[-1.192236, 1.127613, 0.077856], [-0.258457, 0.242542, -0.771969], [1.128432, 0.547276, -0.272634], [1.544057, -0.460454, 0.510191], [0.556614, -1.552510, 0.459395], [-0.469616, -1.174343, -0.320310], [-1.212655, 2.166850, -0.256726], [-2.217094, 0.739870, 0.109593], [-0.741075, 1.122668, 1.071762], [-0.402554, 0.386976, -1.850146], [1.590627, 1.521959, -0.390630], [2.423741, -0.460744, 1.144809], [0.633972, -2.484748, 1.006817], [-1.383757, -1.722953, -0.518004]], "forces_ev_per_a": [[-0.157, 0.170, -0.035], [0.065, -0.053, -0.045], [0.065, -0.095, 0.118], [0.085, 0.013, -0.096], [-0.172, 0.076, -0.083], [0.201, -0.060, 0.207], [0.005, -0.077, -0.112], [0.213, 0.154, -0.011], [-0.474, -0.002, 0.162], [-0.014, 0.022, 0.182], [0.019, -0.188, -0.004], [-0.025, -0.045, -0.204], [0.035, 0.083, -0.094], [0.155, 0.001, 0.016]], "homo_lumo_gap_ev": 9.63, "e_tot_ha": -233.3780, "lumo_ev": 1.13, "total_charge": 0, "smiles": "CC1C=CC=C1"}

***

Record 3
{"formula": "C6H8", "method": "ωB97M-V/def2-TZVPD", "species": ["C", "C", "C", "C", "C", "C", "H", "H", "H", "H", "H", "H", "H", "H"], "coordinates": [[-1.456712, -1.705182, -0.328296], [-0.672010, -0.834802, 0.107130], [0.232896, 0.026696, 0.486411], [-0.204080, 0.952840, 1.634404], [1.318319, 0.609724, -0.347904], [0.869964, 0.365510, -1.578072], [-0.936929, -2.687378, 0.059620], [-2.107935, -1.773391, -1.272753], [-1.130936, 0.491971, 1.940798], [-0.311942, 1.948652, 1.269073], [0.727615, 0.819904, 2.300375], [2.318431, 0.897126, -0.162466], [1.522415, 0.674110, -2.383929], [-0.169095, 0.214222, -1.724392]], "forces_ev_per_a": [[-0.608, -5.471, -1.648], [2.606, 3.109, 0.259], [-0.878, 2.552, 2.258], [2.366, -2.474, 0.328], [-2.639, -3.396, -1.489], [2.365, 2.596, -1.366], [-1.990, 0.975, -0.853], [0.810, 0.513, 1.947], [-0.128, 0.521, 1.144], [-0.082, 0.757, -0.040], [-1.960, 0.785, -0.003], [0.627, 0.278, 0.812], [-0.191, -0.285, -0.649], [-0.297, -0.460, -0.702]], "homo_lumo_gap_ev": 9.66, "e_tot_ha": -233.2499, "lumo_ev": 1.10, "total_charge": 0, "smiles": "C=C=C(C)C=C"}

***

Record 4
{"formula": "C6H8", "method": "ωB97M-V/def2-TZVPD", "species": ["C", "C", "C", "C", "C", "C", "H", "H", "H", "H", "H", "H", "H", "H"], "coordinates": [[-1.116784, 0.766588, 0.566418], [-0.359003, 0.250378, -0.695114], [1.079007, 0.711804, -0.341130], [1.336968, -0.167065, 0.866461], [0.727727, -1.428342, 0.440048], [-0.192423, -1.228285, -0.532461], [-2.022801, 0.203358, 0.801740], [-1.324169, 1.837218, 0.514144], [-0.809114, 0.576378, -1.643053], [1.148641, 1.793883, -0.182515], [1.817379, 0.412446, -1.096030], [-0.423668, 0.625703, 1.418892], [0.915984, -2.371608, 0.941635], [-0.777742, -1.982451, -1.059039]], "forces_ev_per_a": [[-0.215, 0.135, 0.111], [-0.010, -0.054, 0.066], [0.133, 0.098, 0.149], [0.492, -0.392, -0.470], [0.229, -0.061, -0.016], [0.054, 0.120, 0.214], [-0.083, 0.188, -0.182], [-0.177, -0.078, -0.145], [0.143, -0.062, 0.255], [0.064, -0.238, 0.151], [-0.124, 0.059, -0.039], [-0.523, 0.082, -0.224], [0.084, 0.036, -0.180], [-0.067, 0.167, 0.310]], "homo_lumo_gap_ev": [7.77, 7.77], "e_tot_ha": -233.2602, "lumo_ev": [-0.37, -0.37], "total_charge": 0}

***

Record 5
{"formula": "C6H8", "method": "ωB97M-V/def2-TZVPD", "species": ["C", "C", "C", "C", "C", "C", "H", "H", "H", "H", "H", "H", "H", "H"], "coordinates": [[2.624351, -1.353882, -0.448945], [1.796697, -0.767655, 0.198833], [0.759022, 0.021250, 0.868021], [-0.212591, 0.618412, -0.135692], [-1.653304, 0.784132, 0.241399], [-1.270204, -0.155420, -0.868927], [3.349371, -1.858539, -1.046577], [0.233165, -0.574140, 1.625773], [1.233840, 0.850812, 1.409123], [0.246596, 1.403018, -0.732147], [-2.173168, 1.710694, 0.019394], [-1.948911, 0.318247, 1.179059], [-1.392315, -1.225360, -0.720176], [-1.466773, 0.172747, -1.886685]], "forces_ev_per_a": [[-0.276, 0.191, 0.191], [0.331, -0.198, -0.305], [-0.037, -0.006, -0.005], [0.079, 0.143, -0.031], [-0.144, 0.127, 0.153], [0.001, -0.131, -0.120], [-0.080, 0.024, 0.151], [0.077, -0.020, -0.237], [-0.052, -0.184, -0.031], [-0.145, 0.000, 0.126], [0.079, -0.150, -0.037], [0.018, 0.127, -0.144], [0.129, 0.187, 0.102], [0.020, -0.110, 0.187]], "homo_lumo_gap_ev": 11.07, "e_tot_ha": -233.3195, "lumo_ev": 1.17, "total_charge": 0, "smiles": "C#CCC1CC1"}

***

Record 6
{"formula": "C6H8", "method": "ωB97M-V/def2-TZVPD", "species": ["C", "C", "C", "C", "C", "C", "H", "H", "H", "H", "H", "H", "H", "H"], "coordinates": [[-0.213409, -1.726358, 0.242562], [-0.783669, -0.433359, -0.452425], [-0.794077, 1.009917, -0.192175], [0.208083, 1.328210, 0.781775], [1.085612, 0.287539, 0.794233], [0.669984, -0.647597, -0.229114], [-0.260401, -1.939242, 1.310430], [-0.458236, -2.579048, -0.387315], [-1.151404, -0.710925, -1.434760], [-1.633032, 1.659344, -0.425988], [0.271274, 1.072676, -1.471358], [0.274750, 2.263685, 1.328381], [1.982101, 0.182615, 1.395763], [0.906439, 0.194798, -1.405685]], "forces_ev_per_a": [[0.063, -0.243, 0.150], [-0.002, 0.258, -0.328], [-0.143, -0.011, 0.197], [0.069, -0.017, -0.153], [-0.011, 0.065, -0.089], [0.022, -0.087, 0.223], [0.023, 0.060, -0.170], [0.026, 0.185, 0.069], [0.029, 0.002, 0.108], [0.130, -0.079, -0.001], [0.097, -0.135, 0.110], [0.004, -0.155, -0.091], [-0.151, 0.000, -0.078], [-0.157, 0.160, 0.054]], "homo_lumo_gap_ev": 9.56, "e_tot_ha": -233.1909, "lumo_ev": 0.65, "total_charge": 0}

***

Record 7
{"formula": "C6H8", "method": "ωB97M-V/def2-TZVPD", "species": ["C", "C", "C", "C", "C", "C", "H", "H", "H", "H", "H", "H", "H", "H"], "coordinates": [[2.926287, -0.849335, -0.317967], [1.808063, -0.414732, -0.410721], [0.613226, 0.250308, -0.139237], [0.520075, 1.697192, 0.252999], [-0.532942, -0.568534, -0.175505], [-2.343866, -0.678907, 0.085031], [3.846603, -1.311004, -0.063430], [-0.545786, 1.909816, 0.675023], [0.695660, 2.158850, -0.740219], [1.352646, 1.868656, 0.977105], [-0.450214, -1.658664, -0.309596], [-2.452624, -0.937185, 1.101068], [-2.940180, 0.112932, -0.277917], [-2.496952, -1.579396, -0.656629]], "forces_ev_per_a": [[-0.187, -0.182, 0.007], [1.678, 0.125, 0.692], [-5.800, -2.156, 0.413], [-0.509, -0.400, -0.263], [-1.153, -0.265, 0.563], [4.272, -1.391, -3.149], [0.194, -0.045, -0.332], [2.156, -0.179, -0.787], [-0.077, 0.838, 0.960], [-0.833, 0.456, -0.570], [1.003, 0.708, -0.353], [-0.360, -0.295, 1.017], [-0.407, 1.125, -0.009], [0.023, 1.661, 1.810]], "homo_lumo_gap_ev": 9.51, "e_tot_ha": -233.2498, "lumo_ev": 0.97, "total_charge": 0, "smiles": "C#C/C(C)=C/C"}

***

Record 8
{"formula": "C6H8", "method": "ωB97M-V/def2-TZVPD", "species": ["C", "C", "C", "C", "C", "C", "H", "H", "H", "H", "H", "H", "H", "H"], "coordinates": [[1.564286, -0.416644, 0.176832], [-2.093746, -0.774005, 0.534901], [2.525949, -1.280584, 0.143789], [-3.141602, -0.665613, -0.286283], [0.522687, 0.298101, 0.154064], [0.575667, 1.754863, 0.004034], [3.282071, -1.674530, 0.868292], [2.776034, -1.844125, -0.776402], [-3.309689, -0.293292, -1.194261], [-3.965431, -1.102041, 0.262650], [-0.485307, -0.039297, 0.173710], [1.578280, 1.846118, -0.463837], [0.608693, 2.195342, 0.952677], [-0.437893, 1.995710, -0.550168]], "forces_ev_per_a": [[1.292, -2.360, 0.598], [-2.930, -0.186, -1.396], [2.081, -1.857, -0.703], [3.126, -1.369, 4.838], [-1.110, 1.299, -0.125], [-0.872, -0.280, -2.435], [-1.320, 0.993, 0.260], [-0.448, 0.831, -0.026], [-0.469, 1.460, -3.527], [-0.411, -0.243, 0.298], [-0.279, -1.093, 0.573], [-0.979, 1.322, -0.376], [-0.221, 1.000, 1.347], [2.541, 0.483, 0.673]], "homo_lumo_gap_ev": 8.56, "e_tot_ha": -233.1500, "lumo_ev": -0.44, "total_charge": 0}